Density functional theory data (ωB97M-V/def2-TZVPD) for a molecular structure, C12H31N4O7Sr at a distorted geometry.

The HOMO energy is -0.082 Ha. As for the spin multiplicity: 1. As for the total charge: -1. The calculation puts the orbital gap at 4.4 eV. The calculation puts the energy above the lowest of the compared OMol25 structures with the same formula, charge and spin at 0.9895 eV.

Each line ends with the Löwdin charge.
Cartesian coordinates (Å):
Sr  -0.928  -0.790  0.524  1.407
O  -0.507  -1.415  2.898  -0.617
H  0.108  -0.799  3.319  -0.174
O  -2.786  -2.398  1.240  -0.595
H  -3.560  -2.182  0.703  -0.168
O  -1.195  -0.143  -1.817  -0.576
H  -0.569  -0.113  -2.538  -0.151
C  2.843  -0.450  -0.008  -0.327
O  1.731  -0.841  0.227  -0.018
N  3.156  0.552  -0.868  -0.184
C  4.529  0.948  -1.129  -0.064
C  2.157  1.144  -1.735  -0.044
H  3.758  -0.898  0.420  0.137
H  5.187  0.287  -0.567  0.079
H  4.643  1.995  -0.838  0.084
H  4.755  0.841  -2.192  0.084
H  1.171  0.713  -1.549  0.058
H  2.206  2.228  -1.602  0.084
H  2.338  0.920  -2.794  0.095
C  -4.191  0.624  1.415  -0.328
O  -2.980  0.611  1.372  -0.060
N  -4.972  0.794  0.341  -0.186
C  -6.414  0.911  0.485  -0.070
C  -4.445  1.009  -0.998  -0.031
H  -4.763  0.407  2.330  0.143
H  -6.898  0.045  0.031  0.086
H  -6.790  1.852  0.083  0.077
H  -6.663  0.902  1.546  0.076
H  -4.711  2.019  -1.321  0.082
H  -3.361  0.890  -1.005  0.059
H  -4.836  0.252  -1.678  0.093
C  0.551  -4.295  0.150  -0.316
O  -0.136  -3.327  -0.010  -0.011
N  1.702  -4.553  -0.496  -0.191
C  2.568  -5.656  -0.202  -0.082
C  2.228  -3.607  -1.456  -0.051
H  0.289  -5.041  0.915  0.149
H  3.507  -5.279  0.225  0.086
H  2.822  -6.185  -1.129  0.080
H  2.141  -6.389  0.481  0.084
H  2.569  -4.155  -2.342  0.083
H  1.441  -2.923  -1.765  0.093
H  3.095  -3.057  -1.080  0.077
C  0.066  2.519  0.358  -0.323
O  -0.266  1.467  0.857  -0.109
N  0.695  3.548  0.962  -0.184
C  0.929  4.785  0.243  -0.070
C  1.124  3.534  2.351  -0.029
H  -0.183  2.734  -0.699  0.144
H  2.012  4.945  0.189  0.083
H  0.571  5.650  0.812  0.083
H  0.444  4.818  -0.726  0.085
H  2.214  3.641  2.310  0.087
H  0.696  4.336  2.947  0.086
H  0.909  2.573  2.811  0.097

=====

Density functional theory data (ωB97M-V/def2-TZVPD) for a molecular structure, C12H31NO4S4Ti at a distorted geometry.

The HOMO energy (alpha / beta) is -0.217 / -0.432 Ha. As for the spin multiplicity: 4. As for the total charge: +1. The calculation puts the orbital gap (alpha / beta) at 4.0 / 9.9 eV.

Each line ends with the Löwdin charge.
Cartesian coordinates (Å):
Ti  0.068  -0.534  0.363  0.549
C  -0.961  -3.788  -3.478  -0.096
C  0.517  -3.987  -3.774  -0.252
C  1.358  -4.101  -2.501  -0.159
C  1.470  -2.807  -1.815  -0.154
N  1.517  -1.778  -1.303  0.167
H  -1.132  -2.849  -2.943  0.057
H  -1.355  -4.604  -2.870  0.081
H  -1.546  -3.754  -4.397  0.078
H  0.873  -3.164  -4.396  0.105
H  0.653  -4.896  -4.362  0.113
H  2.371  -4.457  -2.697  0.124
H  0.900  -4.790  -1.789  0.129
C  2.596  2.221  0.065  -0.259
S  2.185  1.456  1.614  0.844
O  1.947  0.009  1.277  -0.627
C  3.843  1.526  2.305  -0.231
H  1.668  2.338  -0.489  0.023
H  3.244  1.517  -0.460  0.075
H  3.092  3.176  0.228  0.061
H  4.296  2.471  2.018  0.054
H  4.413  0.699  1.878  0.071
H  3.790  1.411  3.383  0.053
C  -2.347  -1.526  3.131  -0.255
S  -0.665  -2.078  3.359  0.890
O  -0.082  -2.124  1.975  -0.621
C  -0.005  -0.577  4.083  -0.241
H  -2.293  -0.706  2.415  0.016
H  -2.785  -1.239  4.086  0.067
H  -2.893  -2.365  2.703  0.060
H  -0.139  -0.580  5.163  0.062
H  -0.476  0.288  3.617  0.037
H  1.050  -0.598  3.813  0.047
C  -1.247  3.855  1.811  -0.230
S  -1.967  2.400  1.058  0.861
O  -0.949  1.317  1.224  -0.653
C  -3.228  2.105  2.289  -0.248
H  -0.176  3.811  1.629  0.046
H  -1.457  3.922  2.875  0.061
H  -1.650  4.731  1.299  0.061
H  -3.917  2.951  2.307  0.068
H  -2.746  1.970  3.254  0.062
H  -3.783  1.225  1.971  0.055
C  0.606  0.543  -3.585  -0.253
S  -1.056  0.396  -2.981  0.869
O  -0.912  -0.221  -1.633  -0.630
C  -1.338  2.139  -2.702  -0.248
H  1.235  0.860  -2.750  0.051
H  0.673  1.235  -4.422  0.064
H  0.933  -0.443  -3.910  0.042
H  -1.057  2.697  -3.594  0.061
H  -0.737  2.416  -1.836  0.039
H  -2.398  2.278  -2.505  0.055

=====

Density functional theory data (ωB97M-V/def2-TZVPD) for a molecular structure, C12H32CrN6 at a distorted geometry.

The HOMO energy (alpha / beta) is -0.686 / -0.691 Ha. As for the spin multiplicity: 4. As for the total charge: +3. The calculation puts the orbital gap (alpha / beta) at 6.7 / 8.1 eV. The calculation puts the energy above the lowest of the compared OMol25 structures with the same formula, charge and spin at 0.1823 eV.

Each line ends with the Löwdin charge.
Cartesian coordinates (Å):
Cr  -0.376  0.093  0.885  0.974
N  -2.098  -1.169  1.138  -0.002
C  -2.438  -1.175  2.577  -0.166
C  -1.134  -1.103  3.363  -0.136
N  -0.353  0.073  2.929  -0.283
C  -0.926  1.314  3.509  -0.107
C  -1.006  2.439  2.473  -0.158
N  -1.471  1.868  1.202  0.015
C  1.065  -0.099  3.291  -0.142
C  1.924  0.953  2.599  -0.159
N  1.607  0.934  1.148  0.010
H  -2.951  -0.990  0.599  0.139
H  -1.837  -2.126  0.883  0.132
H  -2.990  -2.076  2.865  0.156
H  -3.087  -0.321  2.790  0.128
H  -0.551  -2.008  3.152  0.144
H  -1.329  -1.090  4.440  0.165
H  -0.349  1.650  4.377  0.160
H  -1.935  1.104  3.867  0.138
H  -0.039  2.913  2.299  0.121
H  -1.687  3.216  2.843  0.159
H  -1.393  2.587  0.476  0.145
H  -2.477  1.686  1.278  0.137
H  1.388  -1.093  2.956  0.142
H  1.215  -0.056  4.376  0.164
H  2.980  0.730  2.786  0.155
H  1.737  1.946  3.007  0.128
H  2.293  0.327  0.689  0.127
H  1.795  1.859  0.758  0.134
C  0.320  1.637  -3.811  -0.041
C  -0.487  0.341  -3.883  -0.163
N  0.159  -0.767  -3.192  -0.044
C  0.823  -1.757  -4.025  -0.165
C  2.258  -1.355  -4.368  -0.033
C  0.189  -0.817  -1.868  -0.381
C  0.881  -1.939  -1.152  0.034
N  -0.386  0.071  -1.081  -0.012
H  -0.239  2.431  -4.296  0.099
H  1.265  1.536  -4.335  0.082
H  0.534  1.938  -2.787  0.061
H  -0.614  0.065  -4.929  0.141
H  -1.489  0.495  -3.471  0.130
H  0.255  -1.859  -4.952  0.140
H  0.822  -2.727  -3.525  0.122
H  2.285  -0.465  -4.990  0.080
H  2.714  -2.162  -4.934  0.099
H  2.854  -1.176  -3.479  0.075
H  0.416  -2.899  -1.377  0.119
H  0.808  -1.760  -0.061  0.056
H  1.931  -2.011  -1.433  0.111
H  -0.875  0.792  -1.606  0.071

=====

Density functional theory data (ωB97M-V/def2-TZVPD) for a molecular structure, C12H32FN3O9PSi2 at a distorted geometry.

The HOMO energy is -0.414 Ha. As for the spin multiplicity: 1. As for the total charge: +1. The calculation puts the orbital gap at 6.9 eV. The calculation puts the energy above the lowest of the compared OMol25 structures with the same formula, charge and spin at 9.9208 eV.

Each line ends with the Löwdin charge.
Cartesian coordinates (Å):
C  -3.027  -2.632  3.543  -0.020
C  -3.673  -3.598  2.346  -0.270
O  -3.627  -4.935  2.597  -0.051
O  -4.235  -3.086  1.078  -0.110
C  -3.640  -3.896  -0.006  -0.196
C  -3.723  -3.189  -1.492  -0.164
C  -3.209  -1.632  -1.519  -0.202
C  -1.736  -1.507  -2.286  -0.251
C  -1.119  -0.049  -1.851  -0.274
Si  0.770  -0.120  -1.375  0.588
C  1.594  -1.275  -2.726  -0.222
O  1.428  -2.711  -2.445  -0.208
N  1.616  -2.950  -1.108  0.012
O  2.710  -3.541  -1.081  -0.020
O  1.418  1.489  -1.655  -0.343
Si  1.405  2.477  -0.198  0.507
F  1.076  1.598  1.298  -0.227
C  0.250  3.978  -0.540  -0.184
C  -0.865  4.283  0.622  -0.352
O  -1.835  5.254  0.015  -0.128
C  -1.764  2.985  1.077  -0.230
N  -3.125  3.455  1.630  -0.050
C  3.235  3.166  -0.015  -0.271
P  4.124  2.426  1.514  0.700
O  3.965  0.826  1.618  -0.436
O  3.648  3.177  3.034  -0.219
O  5.866  2.739  1.371  -0.258
H  -3.321  -1.499  3.396  0.087
H  -3.353  -2.988  4.611  0.099
H  -1.858  -2.765  3.447  0.097
H  -4.258  -4.899  -0.067  0.140
H  -2.541  -4.209  0.307  0.139
H  -3.062  -3.871  -2.212  0.126
H  -4.833  -3.251  -1.870  0.120
H  -3.017  -1.303  -0.411  0.107
H  -3.934  -0.894  -2.070  0.127
H  -1.116  -2.435  -1.934  0.091
H  -1.973  -1.604  -3.447  0.131
H  -1.782  0.413  -1.002  0.062
H  -1.172  0.634  -2.828  0.108
H  0.926  -0.619  -0.015  0.012
H  2.742  -1.031  -2.715  0.097
H  1.133  -1.081  -3.808  0.145
H  0.962  4.923  -0.696  0.113
H  -0.268  3.818  -1.601  0.118
H  -0.411  4.860  1.564  0.171
H  -2.236  4.704  -0.747  0.120
H  -1.883  2.244  0.179  0.103
H  -1.232  2.464  2.009  0.124
H  -3.354  2.698  2.342  0.077
H  -2.989  4.353  2.184  0.086
H  3.209  4.329  0.110  0.080
H  3.866  2.806  -0.963  0.101
H  4.429  3.625  3.474  0.086
H  6.230  2.272  2.202  0.090
N  5.514  -2.886  -0.577  0.329
H  6.174  -3.271  -1.262  0.165
H  5.353  -1.892  -0.778  0.160
H  4.624  -3.395  -0.633  0.099
H  5.905  -2.984  0.368  0.167

=====

Density functional theory data (ωB97M-V/def2-TZVPD) for a molecular structure, C12H32FO4Rb2 at a distorted geometry.

The HOMO energy is -0.427 Ha. As for the spin multiplicity: 1. As for the total charge: +1. The calculation puts the orbital gap at 7.7 eV. The calculation puts the energy above the lowest of the compared OMol25 structures with the same formula, charge and spin at 1.6617 eV.

Each line ends with the Löwdin charge.
Cartesian coordinates (Å):
Rb  -2.356  1.469  3.182  0.913
Rb  -2.276  3.376  -0.560  0.933
F  -1.439  0.747  0.473  -0.663
C  -0.132  0.925  -4.139  -0.036
C  0.818  1.534  -3.090  -0.450
C  1.812  2.483  -3.700  -0.040
O  -0.045  2.193  -2.119  -0.180
H  0.351  0.185  -4.784  0.092
H  -0.509  1.763  -4.722  0.082
H  -0.931  0.341  -3.679  0.063
H  1.355  0.763  -2.529  0.142
H  2.083  3.299  -3.027  0.081
H  1.353  2.977  -4.560  0.083
H  2.714  1.943  -3.972  0.091
H  -0.515  1.499  -1.641  0.012
C  -3.520  -3.613  -1.358  -0.055
C  -2.262  -2.880  -0.866  -0.465
C  -1.493  -2.183  -1.977  -0.038
O  -2.689  -1.934  0.129  -0.093
H  -4.110  -2.999  -2.042  0.077
H  -4.158  -3.777  -0.488  0.078
H  -3.283  -4.560  -1.838  0.082
H  -1.755  -3.628  -0.241  0.130
H  -2.074  -2.230  -2.906  0.078
H  -0.595  -2.680  -2.358  0.086
H  -1.289  -1.156  -1.682  0.057
H  -2.020  -1.242  0.225  0.010
C  -0.117  -2.294  4.293  -0.042
C  0.607  -1.518  3.211  -0.455
C  0.461  -2.000  1.779  -0.029
O  0.206  -0.122  3.319  -0.170
H  0.399  -2.199  5.247  0.082
H  -0.150  -3.349  4.017  0.083
H  -1.149  -1.972  4.454  0.076
H  1.673  -1.626  3.455  0.138
H  -0.451  -1.585  1.364  0.056
H  0.364  -3.085  1.817  0.089
H  1.287  -1.665  1.155  0.086
H  0.571  0.247  2.491  0.007
C  2.875  1.969  2.413  -0.033
C  1.548  2.193  1.702  -0.455
C  1.672  3.338  0.659  -0.023
O  1.197  0.996  1.016  -0.097
H  3.252  2.889  2.863  0.087
H  3.650  1.726  1.680  0.096
H  2.876  1.156  3.136  0.080
H  0.745  2.378  2.417  0.114
H  2.634  3.853  0.706  0.082
H  0.903  4.111  0.751  0.065
H  1.625  2.914  -0.343  0.062
H  0.286  1.032  0.668  0.031